(1)
DFT (wB97M-V/def2-TZVPD) results for C38H64F6N4NbO2 as an isolated structure in a non-equilibrium geometry.

```
115
Properties=species:S:1:pos:R:3:forces:R:3
H 7.587 -2.560 -4.935 -0.014 0.022 -0.042
H 1.115 4.363 8.601 0.014 0.119 -0.018
H -1.941 6.609 6.040 -0.048 -0.162 0.221
O -5.671 -2.162 2.570 1.267 -0.900 0.489
C -2.875 5.534 -1.756 0.449 -0.374 -0.542
C 1.604 -2.159 -3.810 -1.105 0.092 1.862
C 1.257 4.489 7.527 0.167 -0.115 0.127
C 0.061 3.961 6.728 0.170 0.000 -0.345
C -2.859 0.937 -3.085 -0.362 -0.818 -1.676
C -2.256 1.565 3.530 0.558 -1.885 0.390
C -2.261 3.355 -0.783 -0.147 2.489 -1.123
H -5.651 0.791 -2.795 0.439 -0.797 0.493
H -2.387 -0.533 4.219 -0.707 0.771 0.135
H 7.297 -8.081 -7.002 -0.011 0.043 -0.003
H 7.017 -5.978 -8.055 -0.024 0.141 0.094
C 9.257 -4.479 -6.047 0.053 0.313 0.091
H -0.208 2.971 7.111 -0.211 0.142 0.057
H 8.529 -4.929 -4.027 0.000 0.003 -0.053
H -4.604 6.599 -0.876 0.517 -0.878 0.257
H 8.730 -6.236 -7.975 0.076 0.135 0.128
C -5.079 0.112 -2.104 0.334 -0.298 0.782
H -1.149 4.280 -2.566 -0.716 0.172 0.626
H -5.377 -1.065 4.401 0.208 -0.385 -1.166
H -3.245 -1.047 -2.016 -0.020 0.525 -0.851
C -1.969 4.765 7.858 -0.261 0.115 -0.057
H -2.940 5.202 7.595 0.092 0.044 -0.128
H -3.984 -0.870 -3.729 0.578 0.062 0.995
C 0.437 -1.315 -1.727 0.484 -1.133 -1.017
C 6.797 -4.244 -6.073 0.007 0.166 0.087
Nb -1.083 1.399 -0.649 -3.149 -1.390 0.262
C -5.959 -1.101 -1.581 -0.164 1.182 -0.186
H -3.449 1.819 -2.726 0.742 -0.521 0.020
H -6.201 -0.234 3.055 0.664 -0.958 0.077
F 1.706 0.159 -0.357 -0.899 -0.875 0.294
C 6.833 -2.769 -5.697 0.068 0.032 0.074
H 0.554 2.134 1.630 -1.033 -0.135 -0.276
H -2.270 5.582 9.836 -0.003 0.003 -0.043
C -0.623 -2.290 -1.943 1.527 0.256 -0.995
H 7.036 -2.143 -6.569 0.058 -0.073 0.015
H -0.923 5.531 4.043 0.058 -0.029 0.057
H 0.353 2.364 -1.246 -0.283 -0.255 0.094
H -3.651 -5.972 3.134 0.809 1.776 -0.301
H -3.744 0.541 4.860 0.606 -0.311 -0.725
C 1.555 -1.246 -2.662 -1.171 -1.526 -0.750
H 2.154 3.925 7.257 -0.038 0.020 -0.014
C -3.707 -0.362 -2.763 -1.484 1.145 0.318
C 2.819 -2.080 -4.768 -1.010 -0.254 0.414
C 7.856 -6.023 -7.351 -0.221 -0.029 -0.159
H -0.210 0.813 3.291 -0.911 -0.027 -0.629
H -0.330 7.168 4.341 -0.014 -0.029 0.053
H 8.525 -7.504 -5.893 -0.070 0.027 0.068
N -1.447 0.886 -2.661 -0.071 1.621 1.674
N -4.192 4.758 0.154 0.925 0.147 -1.347
H 9.413 -3.398 -5.970 -0.144 -0.020 0.005
C -1.965 4.385 -1.824 -3.237 0.124 3.085
H -3.436 -1.038 2.254 -0.579 0.826 0.225
H -0.807 1.310 -3.332 -0.312 -0.450 -0.078
H 10.254 -4.603 -4.137 -0.035 0.001 -0.021
H 9.633 -6.147 -4.687 -0.105 0.012 0.057
H -3.584 2.898 0.893 0.111 0.887 -0.698
C -1.459 5.487 9.109 -0.002 -0.092 0.228
H 0.688 5.791 4.740 -0.045 -0.016 -0.044
H 10.086 -4.823 -6.673 -0.187 -0.115 -0.101
C -5.356 -0.945 3.282 -0.415 2.122 0.569
H -6.519 -0.754 -0.667 0.433 -0.490 -0.903
C -4.965 -3.235 3.037 -0.923 -2.513 0.419
H -0.991 3.028 1.712 0.425 -0.939 -0.300
F 3.865 -1.364 -4.239 -1.164 -0.715 -0.910
H -5.310 -1.957 -1.274 -0.612 0.556 -0.409
H 6.582 -4.834 -5.172 -0.098 0.011 0.058
H 0.553 -3.855 -4.849 0.196 0.849 0.804
H 1.463 5.541 7.324 -0.045 -0.018 -0.009
F -2.684 0.333 0.083 1.517 0.973 -0.904
H -1.775 1.920 4.485 -0.636 0.285 -1.046
C -3.829 -5.386 2.197 -0.423 0.193 0.270
H -0.662 4.928 9.599 0.034 0.093 -0.028
H -1.453 -2.303 -1.193 0.791 -0.147 -0.865
H -2.886 2.342 3.036 0.507 -0.543 0.473
H -4.852 0.739 -1.193 0.104 -0.551 -1.006
H 0.398 3.766 5.706 -0.089 0.126 -0.008
F 0.172 -1.215 0.642 0.300 0.518 -0.721
H -5.540 -4.608 1.208 1.406 1.447 -0.008
C -1.085 1.008 2.602 0.335 0.389 0.556
C -3.371 3.680 0.115 0.879 -0.855 -0.328
H 6.835 -7.014 -5.681 0.031 0.035 -0.020
H 2.408 -0.547 -2.547 -0.967 -0.495 0.211
H -6.711 -1.359 -2.370 0.698 -0.278 0.762
C -3.960 5.693 -0.807 1.900 -1.209 -0.824
N 8.002 -4.706 -6.749 0.136 -0.169 -0.318
H -1.409 -3.934 -3.165 1.017 0.679 -0.248
H 5.945 -4.382 -6.747 0.138 -0.194 -0.054
F 2.403 -1.479 -5.940 1.066 -0.612 0.957
C -0.344 6.148 4.733 0.134 -0.078 -0.114
C 9.414 -5.080 -4.648 0.182 -0.076 0.114
O -4.462 -3.342 4.131 -0.033 0.955 -0.417
C -0.560 2.006 1.485 0.478 0.525 0.569
C 0.544 -3.127 -4.000 -0.297 0.471 0.757
C -0.958 6.133 6.121 0.086 -0.030 -0.048
C -4.832 -4.446 2.064 -0.008 0.001 -0.516
H -0.356 6.771 6.785 0.023 0.117 0.003
N -1.132 4.795 6.667 -0.218 -0.198 0.213
C 7.614 -7.213 -6.418 0.117 -0.207 -0.010
C -0.575 -3.195 -3.079 1.131 1.552 1.022
H -2.193 3.726 8.117 0.168 -0.017 -0.110
H -1.406 0.005 2.231 0.348 0.885 -0.061
C -4.027 -0.250 2.796 0.327 -0.809 0.102
H -2.747 6.342 -2.523 -0.160 -0.706 0.808
F 3.315 -3.331 -5.091 -0.483 1.486 0.139
C -3.109 0.287 3.963 -0.394 0.690 -0.407
H -2.851 1.023 -4.215 -0.123 0.064 1.080
H -3.150 -5.636 1.339 -1.707 -0.751 0.343
H -1.097 6.493 8.891 0.007 -0.036 -0.031
C 0.382 -0.388 -0.482 1.418 -0.192 -0.685
H 5.868 -2.470 -5.287 0.068 -0.058 -0.014
H -4.261 0.555 2.055 0.209 -0.702 0.629
```
Positions in Å, forces in eV/Å.

Total charge: -1
Kohn-Sham gap: 0.265 Ha
LUMO: 1.69 eV
HOMO level: -5.53 eV
Molar mass: 815.85 g/mol

Results of the Löwdin charge analysis, in e, for atoms 1 through 4:
1 H 0.068
2 H 0.051
3 H 0.117
4 O -0.024


(2)
DFT (wB97M-V/def2-TZVPD) results for C38H65As2MnN5O4P2S5 as an isolated structure in a non-equilibrium geometry.

```
122
Properties=species:S:1:pos:R:3:forces:R:3
H 1.284 0.272 6.836 0.032 0.045 0.029
H -2.222 5.484 2.252 0.045 0.081 -0.044
C 1.217 5.872 -4.714 -0.036 -0.046 0.011
C 1.286 -3.563 -0.239 0.277 0.314 0.172
H 0.740 -4.739 2.199 -0.075 -0.075 0.003
P -1.337 2.179 3.004 -0.301 0.197 1.100
H -1.742 4.322 5.264 0.014 0.024 0.060
H 4.956 -0.180 1.245 0.038 0.201 -0.064
C -4.154 -0.446 -0.806 0.117 0.285 -0.161
H 3.206 3.391 1.651 -0.087 -0.043 0.024
C -4.813 3.263 -3.476 0.119 -0.046 -0.097
C -4.081 3.101 -4.779 0.053 -0.097 0.001
O -1.231 1.884 1.579 -0.141 -0.012 -0.519
C -2.968 -2.108 1.051 0.035 -0.107 0.136
P 1.363 1.309 3.391 -0.083 0.843 1.338
C -0.634 1.241 -4.825 0.053 -0.118 0.078
C 4.637 -2.272 1.608 -0.101 0.053 0.169
C -6.757 4.143 -2.324 0.065 -0.003 0.070
H -3.129 3.636 -4.754 0.002 -0.031 -0.073
C -1.974 4.459 -1.149 0.058 0.043 0.084
C -6.220 3.676 -1.140 -0.022 0.045 -0.186
H -4.559 3.408 0.947 -0.014 0.070 0.084
H -4.632 0.182 -1.554 -0.018 -0.060 0.170
S 0.930 2.915 -0.443 0.245 0.774 -0.025
H -1.993 3.604 -0.475 -0.109 -0.053 0.107
H 2.015 3.421 5.091 0.024 0.201 0.121
H -5.877 -1.675 -0.590 -0.054 -0.010 -0.061
C 1.772 -1.008 4.673 -0.068 -0.277 -0.310
H -4.675 3.485 -5.607 -0.010 -0.021 -0.029
C -2.274 -1.022 0.570 0.441 0.187 -0.157
H -6.752 3.841 -0.210 -0.036 0.002 0.080
C -6.024 3.938 -3.484 0.016 0.018 0.068
H -2.765 0.920 5.868 -0.029 0.022 -0.015
H -3.505 2.194 0.224 0.006 -0.025 0.091
H -2.479 -2.774 1.749 0.039 -0.052 0.119
H -8.062 5.699 -3.020 -0.045 0.081 -0.031
N -2.149 1.015 3.853 0.432 0.773 -0.242
H 5.658 -2.579 1.369 -0.011 -0.072 -0.073
C 3.746 -2.496 0.402 -0.358 0.056 0.151
H -0.691 5.304 3.150 0.017 -0.001 0.041
C -4.857 -1.502 -0.272 -0.111 -0.224 0.031
H 2.723 1.122 6.227 0.035 0.008 0.036
O 1.872 -2.848 2.260 -0.040 -0.339 1.113
H -0.414 -5.358 1.009 -0.124 -0.038 -0.028
C 1.651 0.956 6.068 -0.151 0.148 -0.078
H -1.018 1.090 5.593 0.037 -0.023 0.103
S 1.968 -2.274 0.895 0.375 -0.322 -1.505
C -2.543 4.037 4.571 -0.093 -0.095 0.065
H -0.962 4.385 1.653 0.049 0.140 -0.131
S 3.440 -0.993 -2.957 0.224 -0.175 0.186
H 0.280 1.047 -5.391 -0.100 0.032 -0.004
H -3.378 0.801 2.206 -0.175 -0.108 -0.072
C -5.005 2.994 -1.100 0.126 -0.156 0.147
C -4.525 2.563 0.258 0.058 0.025 0.076
C -4.282 2.758 -2.273 0.096 -0.208 0.111
H 4.276 -2.906 2.422 0.088 -0.053 -0.010
N 2.678 2.357 3.426 -0.776 -0.479 -0.183
H 2.818 -1.149 4.958 0.117 -0.019 0.034
H 2.595 -5.048 0.599 0.025 -0.080 -0.062
H -3.466 -0.527 3.362 -0.054 0.022 -0.028
H -0.768 0.434 -4.098 0.058 0.047 -0.238
Mn -0.182 0.875 -0.287 -0.488 0.430 -0.004
C 0.364 4.813 -4.082 0.008 -0.090 -0.063
H 1.369 6.707 -4.034 0.056 0.088 0.007
H 3.365 1.629 1.610 0.126 0.115 -0.023
C -1.224 4.112 -2.399 -0.134 0.041 -0.005
H 0.735 6.245 -5.620 0.048 0.072 -0.029
C -2.830 -0.161 -0.402 -0.124 -0.212 0.162
C -1.335 2.856 -3.000 -0.064 0.041 -0.073
H 1.124 1.903 6.173 -0.009 0.068 0.147
H -1.480 5.284 -0.639 0.034 0.092 0.056
C 1.568 -4.978 0.231 -0.042 -0.013 0.275
C -3.389 0.558 3.265 -0.262 -0.085 -0.166
H -0.304 6.040 -2.463 0.002 0.043 0.022
H 2.264 4.413 3.642 -0.023 0.011 0.012
H 3.885 -3.498 0.001 -0.074 -0.034 -0.075
H 1.728 -3.341 -1.206 -0.005 0.127 -0.161
H 1.141 -1.605 5.336 0.024 -0.088 0.055
H -3.104 3.205 4.989 -0.043 -0.023 0.132
C 0.620 -5.405 1.348 0.122 -0.087 -0.004
H 1.479 -5.666 -0.616 0.044 0.100 0.000
C -0.551 2.573 -4.130 -0.178 -0.156 0.033
H 0.839 -6.425 1.662 -0.071 -0.095 0.046
H -8.842 4.140 -2.774 -0.126 0.024 -0.008
O 1.136 0.551 2.167 0.306 -0.460 -0.019
C -1.927 0.628 5.224 0.121 0.034 0.110
H 3.664 3.796 4.548 -0.057 0.037 0.052
C -0.382 5.072 -2.946 -0.091 -0.057 -0.050
As -2.695 1.508 -2.527 -0.078 0.235 -0.158
O 0.099 2.315 3.752 0.150 -0.231 -0.219
As 1.857 0.350 -2.646 0.035 0.297 -0.713
H -3.000 4.754 -1.371 -0.006 0.008 0.063
H -1.489 1.222 -5.508 0.016 -0.049 -0.037
H 4.542 2.591 2.513 0.006 0.007 0.063
C -8.094 4.824 -2.373 0.084 -0.087 -0.021
C -1.441 4.780 2.546 0.014 0.042 -0.267
H -1.809 -0.458 5.284 -0.001 0.013 0.031
H 3.913 -1.768 -0.392 0.021 -0.050 -0.116
H -5.171 1.778 0.659 0.015 -0.016 0.032
S 2.103 1.272 -0.458 0.422 -0.418 -0.205
H 3.630 -0.526 2.358 -0.152 0.115 0.015
C 3.488 2.508 2.234 0.241 -0.210 -0.230
H 1.637 -1.373 3.655 0.026 -0.081 0.172
H -3.858 2.044 -4.959 0.029 0.090 -0.095
H -4.260 1.031 3.734 0.000 -0.020 0.065
C 2.647 3.565 4.221 -0.054 -0.022 0.155
N -2.043 3.676 3.267 0.344 -0.877 -0.099
H 0.892 3.320 -5.517 0.076 -0.062 -0.074
S 0.140 -0.815 -1.769 0.196 -0.590 -0.272
H -1.249 -0.845 0.923 -0.372 -0.172 -0.003
C -4.273 -2.354 0.651 -0.052 -0.174 0.090
H 0.215 -3.371 -0.304 -0.022 0.088 -0.029
H -8.410 5.133 -1.380 -0.069 0.047 0.065
H -4.806 -3.208 1.038 -0.115 -0.082 0.054
H -6.412 4.312 -4.423 -0.011 0.033 -0.140
H 5.295 -0.675 2.914 0.066 0.079 0.061
C 0.291 3.548 -4.646 -0.100 0.071 0.096
H -3.220 4.887 4.461 -0.014 -0.014 0.049
C 4.633 -0.822 2.062 0.066 -0.191 0.020
N 1.368 0.378 4.775 0.022 0.307 -0.467
N -2.104 0.892 -0.878 -0.207 0.672 -0.055
H 2.184 5.460 -4.994 0.129 0.047 -0.044
```
Positions in Å, forces in eV/Å.

Total charge: -1
Kohn-Sham gap (alpha / beta): 0.220 / 0.225 Ha
Expectation value of S²: 6.212
LUMO (alpha / beta): 1.97 / 2.04 eV
Energy relative to the best compared isomer or geometry (same formula, charge and spin): 0.408 eV
Multiplicity: 5
HOMO level (alpha / beta): -4.03 / -4.09 eV
Molar mass: 1083.03 g/mol

Results of the Löwdin charge analysis, in e, for atoms 1 through 4:
1 H 0.087
2 H 0.089
3 C -0.056
4 C -0.370